[1]
C3H12NO | ωB97M-V with the def2-TZVPD basis set

```
17
Properties=species:S:1:pos:R:3:mulliken_charge:R:1
C -0.37191 -0.82239 -0.61985 -0.71
C -0.52599 -0.27293 0.84615 -0.36
C -1.64974 -1.08110 1.49805 -1.29
N 0.92041 -0.23638 -1.16106 -0.25
H -0.25402 -1.89858 -0.61324 0.42
H -1.21984 -0.43430 -1.16859 0.37
H -0.82726 0.76876 0.79020 0.32
H 0.44000 -0.52024 1.28401 0.45
H -2.54809 -0.95282 0.87771 0.35
H -1.43885 -2.14650 1.51548 0.35
H -2.03190 -0.65126 2.42271 0.35
H 0.84336 0.77933 -1.27264 0.31
H 1.57049 -0.50278 -0.41428 0.34
H 1.39639 -0.65927 -1.96369 0.35
H 2.43303 2.70223 -0.11863 0.33
H 1.67328 3.20293 -1.35826 0.33
O 1.59064 2.72530 -0.54407 -0.66
```

Computed properties:
- M (g mol⁻¹) = 78.1
- total charge = +1
- E (eV) = -6836.59398
- E_LUMO (hartree) = -0.129
- orbital gap (eV) = 12.26
- relative energy (zero: lowest compared OMol25 entry of this formula, charge and spin) (eV) = 0.821
- maximum force (eV Å⁻¹) = 2.2
- HOMO energy (hartree) = -0.5798

[2]
C7H12Si | ωB97M-V with the def2-TZVPD basis set

```
20
Properties=species:S:1:pos:R:3:mulliken_charge:R:1
C 0.15629 -1.10050 0.78216 -0.64
C -0.45658 -2.23545 0.37989 -0.75
C -0.40150 -0.04866 0.00484 0.69
C -1.36867 -0.59910 -0.75848 -0.61
C -1.52701 -2.09108 -0.60288 -0.50
C -1.49789 2.17085 -0.16042 -1.31
C -0.17440 1.46874 0.14319 -0.20
Si 3.02707 0.09148 0.17057 0.35
H 1.08445 -0.98068 1.34180 0.51
H -0.15828 -3.14512 0.70011 0.54
H -1.44315 -2.57068 -1.54967 0.35
H -2.46109 -2.12468 -0.22502 0.27
H -1.66190 2.08726 -1.22878 0.32
H -1.50956 3.26153 0.24207 0.32
H -2.29210 1.64997 0.37725 0.35
H 0.11749 1.62237 1.19971 0.30
H 0.60654 1.72581 -0.58316 0.24
H 2.89003 1.33780 0.90204 -0.07
H 4.47527 -0.49953 0.23968 -0.12
H 2.59500 -0.02032 -1.37491 -0.04
```

Computed properties:
- M (g mol⁻¹) = 124.3
- total charge = 0
- E (eV) = -15324.07803
- E_LUMO (alpha / beta) (hartree) = 0.029 / -0.032
- ⟨S²⟩ = 2.018
- orbital gap (alpha / beta) (eV) = 8.46 / 7.26
- relative energy (zero: lowest compared OMol25 entry of this formula, charge and spin) (eV) = 1.446
- maximum force (eV Å⁻¹) = 4.2
- HOMO energy (alpha / beta) (hartree) = -0.2818 / -0.2990
- 2S+1 = 3

[3]
C42H73Br3Cl2F3IN3O17 | ωB97M-V with the def2-TZVPD basis set

```
144
Properties=species:S:1:pos:R:3:mulliken_charge:R:1
C -2.74117 2.85759 -1.13447 -1.42
C -2.00493 1.53454 -1.46766 -0.02
C -2.90982 0.37300 -1.01409 -1.52
C -2.44699 -1.11014 -1.22237 0.84
Cl -1.67691 -1.19061 -2.86087 -0.17
C -1.42504 -1.50410 -0.07677 0.98
C -0.00037 -0.90348 -0.39483 -2.91
I 1.47678 -1.90995 -1.60193 0.19
C 0.75254 -0.19461 0.76837 -0.04
C 1.72950 0.86740 0.22809 -1.51
C -1.63019 -2.90730 0.68585 3.11
C -0.24664 -3.11225 1.40948 -0.66
C 0.34009 -4.05727 2.50592 -2.09
C -0.01743 -3.92052 4.01206 0.01
F -0.69211 -2.76596 4.27116 -0.29
Br 1.68202 -3.76841 5.00939 -0.03
C -0.80727 -5.03831 4.75573 0.68
F -2.08703 -5.05357 4.35438 -0.21
F -0.84865 -4.74770 6.05210 -0.21
Br 0.00045 -6.78923 4.60885 -0.08
C -2.71549 -2.79342 1.81132 -1.44
C -2.81125 -1.52100 2.59167 -0.83
O -2.00496 -0.75508 2.81424 -0.31
Br -4.59159 -1.25323 3.35865 -0.15
C -2.17593 -4.02696 -0.30937 -1.37
C -1.22789 -4.39132 -1.46258 -0.80
C -0.03133 -5.37407 -1.11502 0.66
C 1.05299 -5.52422 -2.14007 -1.34
O -0.00080 -6.58665 -1.85274 -0.61
C -2.81225 -5.34264 0.25682 -0.18
Cl -1.81191 -6.38673 1.27472 0.00
C -3.41969 -6.28835 -0.83175 -0.81
C -4.83853 -6.75834 -0.43938 -1.28
N -3.44117 -3.46316 -1.00954 1.40
C -3.76290 -1.98223 -1.22077 -1.42
C -4.44560 -1.87931 -2.60737 -1.10
N -5.81528 -2.42920 -2.64696 -0.43
N -4.61861 -1.41657 -0.22495 0.17
C -5.78824 -1.77470 0.14167 1.21
C -6.42512 -3.15282 0.19511 -0.81
C -6.67476 -0.70827 0.75751 -1.72
H -2.05909 3.70785 -1.22551 0.45
H -3.55999 3.02795 -1.84362 0.39
H -3.15985 2.84070 -0.12122 0.21
H -1.06065 1.58345 -0.92306 0.21
H -1.84894 1.54233 -2.54729 0.39
H -3.08933 0.53624 0.05259 0.30
H -3.85713 0.53175 -1.54116 0.83
H -1.72253 -0.76612 0.67450 -0.75
H -0.23046 -0.07274 -1.06061 1.22
H 1.35229 -0.93220 1.30625 0.31
H 0.01454 0.25065 1.44247 0.46
H 1.84032 1.69269 0.93453 0.44
H 1.37728 1.30513 -0.71332 0.34
H 2.70778 0.42636 0.02980 0.40
H -0.09663 -2.13647 1.87217 0.65
H 0.47893 -3.22169 0.60140 0.41
H 1.38271 -3.71117 2.49680 0.57
H 0.47402 -5.11197 2.26408 0.68
H -2.48673 -3.57818 2.53462 0.91
H -3.73316 -3.03486 1.49672 0.31
H -0.84344 -3.52140 -1.99193 0.48
H -1.76896 -4.99010 -2.20689 0.80
H 0.28024 -5.44074 -0.06202 0.22
H 0.86096 -5.22158 -3.16323 0.34
H 2.00048 -5.94137 -1.81898 0.37
H -3.65857 -5.09319 0.91058 0.85
H -2.78575 -7.16983 -0.94613 0.77
H -3.48193 -5.83892 -1.82492 0.24
H -5.11788 -7.65890 -0.98555 0.45
H -5.57435 -5.99006 -0.71775 0.22
H -4.93134 -6.90056 0.63973 0.28
H -4.26937 -3.84479 -0.55081 -0.21
H -3.43952 -3.89912 -1.93378 1.01
H -3.82229 -2.38485 -3.35644 0.49
H -4.50454 -0.83401 -2.90561 0.50
H -5.78988 -3.43809 -2.52267 0.09
H -6.15491 -2.30971 -3.59718 0.35
H -6.34936 -3.55137 1.21428 0.32
H -7.49101 -3.05596 -0.03530 0.52
H -6.03970 -3.88579 -0.51536 -0.24
H -7.55309 -0.56469 0.12208 0.45
H -7.03991 -1.06201 1.73145 0.40
H -6.12244 0.21529 0.92233 0.16
C 3.28376 6.24106 0.26049 -0.55
O 2.24762 6.67251 1.14889 -0.34
C 1.26172 5.79708 1.31664 0.81
O 1.18558 4.71398 0.79019 -0.54
O 0.37730 6.32142 2.15993 -0.32
C -0.75041 5.49204 2.44054 -0.51
H 4.00850 7.04803 0.21811 0.22
H 3.76198 5.33949 0.63870 0.31
H 2.88367 6.06152 -0.73562 0.21
H -0.43407 4.55769 2.90209 0.29
H -1.31002 5.28563 1.52943 0.20
H -1.37084 6.05201 3.13234 0.22
C -6.16455 7.75959 1.63386 -0.64
O -5.29376 6.83595 2.29850 -0.32
C -5.63230 5.55914 2.15514 0.77
O -6.56965 5.13536 1.53141 -0.55
O -4.74447 4.81475 2.82272 -0.32
C -4.99305 3.41335 2.75386 -0.62
H -5.76489 8.74747 1.83993 0.22
H -6.16722 7.57737 0.56112 0.30
H -7.17601 7.68031 2.02657 0.30
H -4.95853 3.06827 1.72053 0.16
H -5.96114 3.17202 3.18979 0.39
H -4.20543 2.93157 3.32716 0.31
C 6.18174 -10.35714 5.42092 -0.63
O 5.11651 -10.01580 6.31429 -0.32
C 3.90826 -10.02939 5.76066 0.79
O 3.65537 -10.28923 4.61272 -0.55
O 3.01482 -9.69907 6.69649 -0.34
C 1.66614 -9.69213 6.23415 -0.33
H 7.09289 -10.30381 6.00856 0.22
H 6.04906 -11.36591 5.03534 0.30
H 6.23128 -9.64867 4.59636 0.29
H 1.36850 -10.68132 5.89062 0.32
H 1.54770 -8.97323 5.42388 -0.11
H 1.05267 -9.39900 7.08125 0.29
C 7.27378 7.96451 -4.20078 -0.62
O 6.16282 8.08345 -3.30245 -0.29
C 4.97267 7.96456 -3.88203 0.75
O 4.76583 7.76873 -5.05070 -0.54
O 4.03392 8.09741 -2.93949 -0.29
C 2.69491 7.99216 -3.42725 -0.72
H 8.17046 8.08169 -3.60117 0.24
H 7.27910 6.98641 -4.67708 0.30
H 7.23840 8.74510 -4.95767 0.29
H 2.52410 7.01422 -3.87457 0.32
H 2.48842 8.77311 -4.15638 0.36
H 2.05010 8.11992 -2.56184 0.21
C 13.04344 8.74763 -4.25655 -0.62
O 12.77906 8.97202 -5.64423 -0.32
C 11.56359 8.60376 -6.04094 0.82
O 10.71099 8.11595 -5.34306 -0.54
O 11.45015 8.86524 -7.34124 -0.31
C 10.18356 8.51864 -7.90750 -0.59
H 14.05859 9.09269 -4.08619 0.22
H 12.35171 9.31624 -3.63797 0.29
H 12.96858 7.68826 -4.01876 0.29
H 9.38299 9.07979 -7.42896 0.27
H 9.99840 7.45071 -7.80828 0.29
H 10.24238 8.78613 -8.95803 0.21
```

Computed properties:
- M (g mol⁻¹) = 1386.6
- total charge = +1
- E (eV) = -335432.23423
- E_LUMO (hartree) = -0.089
- orbital gap (eV) = 9.29
- maximum force (eV Å⁻¹) = 4.9
- HOMO energy (hartree) = -0.4305

Q: Which of these has the lowest maximum force?
A: C3H12NO